DFT (ωB97M-V/def2-TZVPD) results for 2 unconnected molecules or ions with the total composition C2H4N3O.

Results
Charge: +1
Gap between HOMO and LUMO, eV: 11.91
ΔE to the lowest compared entry with this formula, charge and spin, kJ/mol: 357.9
Lowest unoccupied orbital energy, eV: -4.443
Energy, a.u.: -317.705441

Each atom is followed by the atoms it is bonded to, with distances in Å.
Element x y z (Å)
1 O -0.85 4.05 2.35  N3 1.123
2 N 0.50 0.05 0.36  C5 1.366, C6 1.148
3 N -0.34 3.06 2.25  O1 1.123, N4 1.136
4 N 0.28 2.11 2.17  N3 1.136
5 C -0.46 -0.38 -0.50  N2 1.366, H7 1.050, H8 1.151, H9 1.113
6 C 1.24 0.56 1.08  N2 1.148, H10 1.080
7 H -1.47 -0.24 -0.24  C5 1.050
8 H -0.24 -1.47 -0.77  C5 1.151
9 H -0.22 0.21 -1.41  C5 1.113
10 H 2.06 1.06 1.57  C6 1.080

=====

DFT (ωB97M-V/def2-TZVPD) results for a gas-phase ion, C2H4N3O (charge +1).

Results
Charge: +1
Gap between HOMO and LUMO, eV: 10.23
ΔE to the lowest compared entry with this formula, charge and spin, kJ/mol: 633.0
SMILES: C#[N+]O/N=N/C
Lowest unoccupied orbital energy, eV: -6.312
Energy, a.u.: -317.600645

Each atom is followed by the atoms it is bonded to, with distances in Å.
Element x y z (Å)
1 O -2.09 -0.71 0.01  N3 1.420, N4 1.307
2 N 0.07 -0.44 -0.05  N4 1.205, C5 1.395
3 N -2.19 0.70 -0.13  O1 1.420, C6 1.176
4 N -0.87 -1.19 0.03  O1 1.307, N2 1.205
5 C 1.46 -0.53 -0.06  N2 1.395, H7 1.126, H8 1.114, H9 1.198
6 C -1.25 1.39 -0.02  N3 1.176, H10 1.014
7 H 1.76 -1.54 -0.46  C5 1.126
8 H 1.92 -0.46 0.95  C5 1.114
9 H 1.94 0.51 -0.38  C5 1.198
10 H -0.76 2.27 0.10  C6 1.014

=====

DFT (ωB97M-V/def2-TZVPD) results for C2H4N3PS in the gas phase.

Results
Charge: 0
Gap between HOMO and LUMO (alpha / beta), eV: 5.97 / 6.42
ΔE to the lowest compared entry with this formula, charge and spin, kJ/mol: 53.9
Lowest unoccupied orbital energy (alpha / beta), eV: 0.503 / -2.879
2S+1: 3
Energy, a.u.: -982.277926

Each atom is followed by the atoms it is bonded to, with distances in Å.
Element x y z (Å)
1 S -1.28 -2.31 -0.03  C6 1.634
2 P -1.90 1.69 0.13  N4 1.675, N5 1.604
3 N 0.02 0.00 -0.03  N4 1.460, C6 1.348, C7 1.395
4 N -0.26 1.43 -0.08  P2 1.675, N3 1.460, H10 1.096
5 N -2.33 0.14 0.08  P2 1.604, C6 1.448
6 C -1.14 -0.68 0.00  S1 1.634, N3 1.348, N5 1.448
7 C 1.33 -0.48 -0.01  N3 1.395, H8 1.124, H9 1.037, H11 1.098
8 H 1.86 -0.11 0.92  C7 1.124
9 H 1.79 -0.20 -0.90  C7 1.037
10 H 0.59 2.07 -0.34  N4 1.096
11 H 1.31 -1.55 0.25  C7 1.098

=====

DFT (ωB97M-V/def2-TZVPD) results for 2 unconnected molecules or ions with the total composition C2H4N4.

Results
Charge: 0
Gap between HOMO and LUMO, eV: 9.80
ΔE to the lowest compared entry with this formula, charge and spin, kJ/mol: 337.2
Lowest unoccupied orbital energy, eV: -0.445
Energy, a.u.: -297.515861

Each atom is followed by the atoms it is bonded to, with distances in Å.
Element x y z (Å)
1 N 1.49 0.28 3.12  N3 1.338, N4 1.268
2 N 0.62 0.08 1.26  N4 1.316, C5 1.343
3 N 0.29 -0.27 3.34  N1 1.338, C5 1.307
4 N 1.69 0.50 1.89  N1 1.268, N2 1.316
5 C -0.26 -0.39 2.16  N2 1.343, N3 1.307, H9 1.067
6 C 0.31 0.32 -0.71  H7 1.074, H8 1.073, H10 1.073
7 H 1.05 -0.37 -1.09  C6 1.074
8 H -0.72 0.03 -0.78  C6 1.073
9 H -1.22 -0.80 1.93  C5 1.067
10 H 0.54 1.36 -0.80  C6 1.073

=====

DFT (ωB97M-V/def2-TZVPD) results for C2H4N4 in the gas phase.

Results
Charge: 0
Gap between HOMO and LUMO, eV: 10.04
ΔE to the lowest compared entry with this formula, charge and spin, kJ/mol: 492.6
SMILES: C/N=C/N1N=N1
Lowest unoccupied orbital energy, eV: 0.208
Energy, a.u.: -297.456683

Each atom is followed by the atoms it is bonded to, with distances in Å.
Element x y z (Å)
1 N 0.04 -0.29 0.33  C5 1.245, C6 1.437
2 N -1.36 1.27 -0.77  N3 1.469, N4 1.441, C5 1.391
3 N -2.50 0.97 0.10  N2 1.469, N4 1.215
4 N -2.61 0.63 -1.06  N2 1.441, N3 1.215
5 C -0.23 0.48 -0.61  N1 1.245, N2 1.391, H8 1.134
6 C 1.26 -0.92 0.74  N1 1.437, H7 1.096, H9 1.016, H10 1.013
7 H 2.04 -0.21 1.05  C6 1.096
8 H 0.44 0.89 -1.43  C5 1.134
9 H 1.15 -1.41 1.63  C6 1.016
10 H 1.76 -1.42 0.02  C6 1.013

=====

DFT (ωB97M-V/def2-TZVPD) results for C2H4N4 in the gas phase.

Results
Charge: 0
Gap between HOMO and LUMO, eV: 10.52
ΔE to the lowest compared entry with this formula, charge and spin, kJ/mol: 114.4
SMILES: Nc1nc[nH]n1
Lowest unoccupied orbital energy, eV: 0.907
Energy, a.u.: -297.600722

Each atom is followed by the atoms it is bonded to, with distances in Å.
Element x y z (Å)
1 N -0.26 0.92 -0.63  C5 1.315, C6 1.385
2 N 0.11 -0.94 0.70  N3 1.543, C6 1.332
3 N -1.38 -0.57 0.60  N2 1.543, C5 1.334, H8 1.051
4 N 2.00 0.06 -0.35  C6 1.411, H9 1.007, H10 1.010
5 C -1.43 0.51 -0.18  N1 1.315, N3 1.334, H7 1.092
6 C 0.62 0.01 -0.09  N1 1.385, N2 1.332, N4 1.411
7 H -2.36 1.01 -0.45  C5 1.092
8 H -2.33 -0.89 0.90  N3 1.051
9 H 2.45 -0.78 -0.69  N4 1.007
10 H 2.58 0.68 0.19  N4 1.010

=====

Q: Which of these has the lowest energy?
A: C2H4N3PS